Record 1
{
  "formula": "C6H13NO",
  "method": "ωB97M-V/def2-TZVPD",
  "de_lowest_kj_mol": 152.3,
  "fmax_ev_per_a": 1.9,
  "spin_multiplicity": 2,
  "homo_energy_ev": [1.11, -4.24],
  "charge": -1,
  "symbols": ["O", "N", "C", "C", "C", "C", "C", "C", "H", "H", "H", "H", "H", "H", "H", "H", "H", "H", "H", "H", "H"],
  "xyz": [[-3.415537, 2.083841, 0.085119], [0.050682, 1.819684, -0.312444], [-1.266912, -0.694111, -0.830393], [2.059052, 0.762329, 0.562199], [0.785766, -1.874377, -0.075133], [0.673025, 0.607295, -0.004290], [0.115184, -0.593780, -0.184604], [1.195707, -2.431268, 1.076166], [0.799957, -2.149095, 2.046966], [-2.544558, 1.857009, 0.455580], [-1.558066, -1.699062, -1.137072], [2.677083, -0.120063, 0.426014], [-2.010955, -0.268253, -0.158031], [0.630343, 2.626280, -0.493576], [1.015785, -2.373671, -1.017428], [2.583579, 1.698421, 0.359065], [-3.440758, 1.672212, -0.804333], [1.680453, -3.401235, 1.131772], [-0.735017, 1.832193, -0.954194], [1.969763, 0.865291, 1.657110], [-1.264566, -0.219644, -1.828493]],
  "forces_ev_per_angstrom": [[-0.163, -0.230, -0.193], [-0.410, -0.236, 0.286], [0.623, 0.100, -0.684], [-0.094, 0.305, 1.467], [1.108, -0.287, 1.250], [1.028, 0.732, -0.463], [-1.548, -0.144, -1.063], [-0.801, -0.778, -0.174], [0.285, 0.715, -0.128], [-0.122, 0.130, -0.252], [0.091, -0.376, 0.694], [0.115, 0.073, -0.332], [-0.282, 0.002, -0.314], [0.287, -0.143, 0.176], [0.012, -0.049, 0.039], [-0.149, -0.228, -0.805], [0.241, 0.262, 0.485], [0.194, 0.022, -0.401], [-0.030, -0.310, -0.052], [-0.185, -0.238, 0.003], [-0.203, 0.677, 0.462]]
}

---

Record 2
{
  "formula": "CH4N2O3",
  "method": "ωB97M-V/def2-TZVPD",
  "de_lowest_kj_mol": 532.2,
  "fmax_ev_per_a": 3.3,
  "spin_multiplicity": 1,
  "homo_energy_ev": [-9.39, -7.44],
  "charge": 0,
  "symbols": ["O", "O", "O", "N", "N", "C", "H", "H", "H", "H"],
  "xyz": [[1.778100, -1.193232, -0.276146], [2.892226, 0.647624, 0.331241], [-1.283048, 0.139011, -0.605338], [2.004798, -0.034472, -0.096759], [-1.686214, -1.033901, 0.153628], [-0.502309, 1.129493, -0.165654], [-1.181626, -1.726254, -0.389434], [-1.271761, -0.937024, 1.115928], [-0.230498, 1.191933, 0.847554], [-0.519668, 1.816822, -0.915022]],
  "forces_ev_per_angstrom": [[1.147, -0.105, 0.404], [0.142, -1.403, -0.107], [-0.598, -0.358, -0.286], [-1.873, 1.729, -0.358], [0.889, 1.363, 0.818], [-0.357, -3.258, 0.672], [0.140, -0.403, 0.507], [-0.230, -0.311, -1.268], [0.211, 0.369, 1.031], [0.529, 2.378, -1.413]]
}

---

Record 3
{
  "formula": "C4H10NO",
  "method": "ωB97M-V/def2-TZVPD",
  "smiles": "CO[C@@H]1C[C@H]1[NH3+]",
  "de_lowest_kj_mol": 324.2,
  "fmax_ev_per_a": 5.8,
  "spin_multiplicity": 1,
  "homo_energy_ev": -13.02,
  "charge": 1,
  "symbols": ["O", "N", "C", "C", "C", "C", "H", "H", "H", "H", "H", "H", "H", "H", "H", "H"],
  "xyz": [[1.508290, -0.812358, -0.541424], [-1.548442, 1.150068, 0.605105], [0.374280, 1.305837, -0.903869], [1.521615, -2.172158, -0.095893], [0.399494, -0.221878, -0.749114], [-0.102806, 0.958490, 0.507174], [-1.917149, 0.627643, 1.385203], [-0.445427, 1.653822, -1.512588], [1.283663, 1.817699, -1.145680], [0.405139, 1.150033, 1.376909], [-1.876045, 0.894940, -0.266251], [-0.429109, -0.781683, -0.899025], [1.633349, -2.196050, 1.007348], [-1.656420, 2.149485, 0.820867], [0.541690, -2.565017, -0.337080], [2.269843, -2.939529, -0.578241]],
  "forces_ev_per_angstrom": [[3.967, -1.362, -0.344], [1.800, 1.650, 2.763], [-0.672, -1.947, 0.499], [0.001, -1.648, 0.278], [-0.463, 5.181, 2.558], [0.770, -1.686, -3.848], [-0.590, -0.481, 0.039], [-0.061, 0.191, -0.425], [0.455, 0.110, 0.334], [1.329, 0.362, 1.745], [-1.886, -0.532, -2.050], [-2.655, -1.721, -1.148], [0.125, 0.079, -0.648], [-0.813, -0.156, -0.438], [-0.302, -0.400, 0.081], [-1.005, 2.360, 0.604]]
}